(1)
The following is a quantum chemistry calculation of a structure of composition C46H40N3O3PS2SeSr in a non-equilibrium geometry, from OMol25.

ORCA input file:
```
! wB97M-V def2-TZVPD RIJCOSX def2/J DEFGRID3
* xyz 0 1
Sr 0.89 -0.43 -0.76
O 2.60 -0.77 0.78
S 3.89 -1.21 1.40
C 3.66 -0.84 3.22
C 3.67 0.62 3.66
C 2.64 1.51 2.96
C 1.22 1.29 3.45
S -0.03 1.69 2.18
O 0.41 0.97 0.95
C 0.48 3.40 1.92
C 0.18 4.36 2.88
C 0.58 5.67 2.67
C 1.25 6.01 1.50
C 1.52 5.05 0.54
C 1.12 3.73 0.75
C 5.10 0.09 1.12
C 4.80 1.17 0.31
C 5.75 2.16 0.13
C 6.98 2.08 0.77
C 7.28 0.97 1.55
C 6.34 -0.03 1.73
H 4.46 -1.39 3.72
H 2.71 -1.34 3.44
H 4.65 1.04 3.48
H 3.50 0.65 4.74
H 2.67 1.31 1.89
H 2.91 2.56 3.10
H 0.98 1.89 4.34
H 1.03 0.24 3.69
H -0.36 4.08 3.78
H 0.35 6.43 3.41
H 1.56 7.03 1.34
H 2.02 5.31 -0.38
H 1.30 2.97 0.00
H 3.85 1.20 -0.21
H 5.53 3.00 -0.52
H 7.71 2.87 0.64
H 8.25 0.89 2.03
H 6.58 -0.91 2.32
C -0.56 -3.28 2.51
C -0.88 -4.46 1.85
C -0.81 -4.50 0.48
C -0.39 -3.37 -0.23
N -0.08 -2.24 0.42
C -0.17 -2.20 1.74
C -0.31 -3.32 -1.70
C -0.60 -4.43 -2.50
C -0.55 -4.30 -3.88
C -0.21 -3.07 -4.43
C 0.08 -2.03 -3.57
N 0.04 -2.15 -2.24
H -0.60 -3.20 3.59
H -1.20 -5.33 2.41
H -1.08 -5.40 -0.05
H 0.09 -1.25 2.20
H -0.86 -5.38 -2.07
H -0.76 -5.15 -4.51
H -0.16 -2.93 -5.50
H 0.36 -1.05 -3.94
O 0.50 1.22 -2.04
C -0.30 1.20 -2.98
C -1.68 1.63 -3.02
C -2.11 2.62 -3.93
C -3.44 2.83 -4.17
C -4.42 2.03 -3.55
C -4.02 1.06 -2.67
C -2.67 0.84 -2.38
P -2.20 -0.40 -1.13
C -3.13 -1.87 -1.69
C -3.42 -2.10 -3.03
C -4.04 -3.28 -3.43
C -4.37 -4.25 -2.50
C -4.07 -4.04 -1.16
C -3.44 -2.87 -0.76
C -3.29 0.26 0.21
C -4.43 -0.34 0.75
C -5.13 0.27 1.78
C -4.74 1.50 2.27
C -3.64 2.13 1.71
C -2.92 1.51 0.70
H -1.36 3.22 -4.44
H -3.75 3.60 -4.87
H -5.47 2.19 -3.76
H -4.77 0.45 -2.17
H -3.16 -1.35 -3.77
H -4.27 -3.44 -4.48
H -4.87 -5.15 -2.81
H -4.31 -4.80 -0.42
H -3.19 -2.73 0.28
H -4.78 -1.28 0.35
H -6.01 -0.22 2.19
H -5.29 1.98 3.07
H -3.34 3.12 2.05
H -2.08 2.02 0.23
Se 5.46 -1.96 -1.63
C 3.89 -1.22 -1.87
N 2.85 -0.70 -2.01
*
```

Properties
* HOMO-LUMO gap: 5.027 eV
* LUMO level: -0.30 eV
* relative energy (zero: lowest compared OMol25 entry of this formula, charge and spin): 273.7 kJ/mol
* highest occupied orbital energy: -5.33 eV
* strongest force on any atom: 0.06642 hartree/bohr

Results of the Löwdin charge analysis, in e, for atoms 1 through 5: 1.368 -0.695 0.984 -0.289 -0.213

***

(2)
The following is a quantum chemistry calculation of a structure of composition C46H40N6O4SSeSiTl, from OMol25.

ORCA input file:
```
! wB97M-V def2-TZVPD RIJCOSX def2/J DEFGRID3
* xyz -1 1
Tl -0.50 -0.11 0.56
O -4.16 -2.82 0.93
C -3.42 -1.90 0.55
N -2.18 -1.67 0.99
C -1.61 -2.59 1.88
C -1.72 -3.98 1.78
C -1.07 -4.80 2.69
C -0.30 -4.23 3.70
C -0.18 -2.86 3.81
C -0.83 -2.03 2.89
N -0.72 -0.64 2.82
C -0.52 0.09 3.92
O -0.53 -0.33 5.08
C -0.35 1.58 3.74
C 0.13 2.30 4.83
C 0.27 3.67 4.71
C -0.08 4.27 3.51
C -0.56 3.47 2.49
N -0.70 2.15 2.59
C -3.98 -0.97 -0.50
C -5.26 -1.23 -0.99
C -5.75 -0.43 -2.00
C -4.94 0.58 -2.51
C -3.69 0.76 -1.95
N -3.22 0.02 -0.95
H -2.35 -4.40 1.01
H -1.18 -5.87 2.62
H 0.19 -4.87 4.43
H 0.39 -2.41 4.60
H 0.37 1.77 5.73
H 0.65 4.26 5.54
H 0.01 5.34 3.36
H -0.85 3.92 1.55
H -5.81 -2.05 -0.56
H -6.74 -0.60 -2.41
H -5.26 1.22 -3.31
H -3.02 1.53 -2.32
C 2.47 -1.02 2.81
Si 2.80 0.41 1.66
C 4.38 -0.11 0.74
C 3.30 1.86 2.76
N 1.47 0.89 0.64
C 1.58 2.09 -0.04
C 2.84 2.68 -0.27
C 3.02 3.93 -0.85
C 1.93 4.67 -1.23
C 0.67 4.13 -1.05
C 0.50 2.87 -0.50
O -0.78 2.32 -0.32
C -1.90 3.00 -0.75
C -2.92 3.18 0.18
C -4.08 3.84 -0.20
C -4.22 4.31 -1.50
C -3.21 4.08 -2.43
C -2.05 3.41 -2.06
H 3.44 -1.47 3.04
H 1.84 -1.79 2.37
H 2.03 -0.70 3.74
H 5.24 0.23 1.31
H 4.47 0.29 -0.27
H 4.44 -1.19 0.66
H 4.36 1.81 3.02
H 2.73 1.83 3.69
H 3.11 2.82 2.29
H 3.72 2.14 0.04
H 4.03 4.31 -0.98
H 2.03 5.66 -1.67
H -0.20 4.71 -1.33
H -2.79 2.80 1.18
H -4.87 3.98 0.52
H -5.12 4.83 -1.80
H -3.32 4.42 -3.45
H -1.28 3.18 -2.79
O 0.91 -2.29 0.13
S 1.64 -3.33 -0.67
C 0.47 -3.77 -1.96
C 0.82 -4.04 -3.27
C -0.18 -4.33 -4.19
C -1.50 -4.35 -3.79
C -1.84 -4.09 -2.47
C -0.85 -3.81 -1.55
C 2.88 -2.59 -1.70
C 3.97 -3.38 -2.05
C 4.94 -2.86 -2.89
C 4.81 -1.56 -3.37
C 3.73 -0.77 -2.99
C 2.76 -1.28 -2.14
H 1.86 -3.99 -3.59
H 0.09 -4.51 -5.22
H -2.28 -4.55 -4.52
H -2.88 -4.09 -2.16
H -1.10 -3.57 -0.52
H 4.05 -4.39 -1.67
H 5.79 -3.46 -3.17
H 5.57 -1.15 -4.02
H 3.63 0.24 -3.35
H 1.93 -0.67 -1.80
Se -0.56 -0.50 -2.27
C 0.33 0.87 -3.09
N 0.86 1.72 -3.68
*
```

Properties
* HOMO-LUMO gap: 7.089 eV
* LUMO level: 2.26 eV
* relative energy (zero: lowest compared OMol25 entry of this formula, charge and spin): 55.8 kJ/mol
* highest occupied orbital energy: -4.83 eV
* strongest force on any atom: 0.01493 hartree/bohr

Results of the Löwdin charge analysis, in e, for atoms 1 through 5: 0.937 0.014 -0.472 0.041 -0.257

***

(3)
The following is a quantum chemistry calculation of a structure of composition C46H41Cl5IrN5OP, from OMol25.

ORCA input file:
```
! wB97M-V def2-TZVPD RIJCOSX def2/J DEFGRID3
* xyz 0 2
Ir 0.00 -1.18 -0.52
C -4.22 0.45 -0.21
C -3.70 -0.63 -1.15
C -3.32 -1.91 -0.41
N -1.89 -2.23 -0.37
C -1.58 -3.49 -0.01
C -2.55 -4.40 0.55
C -2.37 -5.59 1.16
C -1.13 -6.28 1.49
C 0.12 -5.96 1.16
C 0.66 -4.84 0.32
C -0.25 -3.87 -0.34
N 0.30 -3.04 -1.23
C 1.49 -3.31 -2.01
C 1.62 -2.21 -3.07
C 0.29 -1.55 -3.44
N -0.17 -0.52 -2.46
C -0.94 0.43 -2.91
C -1.58 0.25 -4.20
C -2.16 1.08 -5.10
C -2.34 2.48 -5.04
C -2.19 3.21 -3.91
C -1.82 2.78 -2.61
C -1.34 1.60 -2.08
N -1.23 1.58 -0.71
C -2.30 2.06 0.17
C -3.16 0.95 0.76
H -5.07 0.05 0.35
H -4.61 1.29 -0.80
H -2.83 -0.29 -1.70
H -4.46 -0.85 -1.90
H -3.83 -2.74 -0.92
H -3.74 -1.88 0.60
H -3.58 -4.09 0.49
H -3.27 -6.10 1.49
H -1.25 -7.16 2.10
H 0.90 -6.59 1.56
H 1.26 -5.31 -0.47
H 1.34 -4.28 -2.50
H 2.40 -3.38 -1.41
H 2.05 -2.62 -3.98
H 2.30 -1.44 -2.71
H -0.49 -2.31 -3.53
H 0.41 -1.07 -4.41
H -1.64 -0.79 -4.48
H -2.54 0.60 -5.99
H -2.69 2.98 -5.93
H -2.40 4.27 -3.98
H -1.87 3.58 -1.88
H -2.93 2.74 -0.40
H -1.86 2.66 0.96
H -3.62 1.33 1.68
H -2.51 0.12 1.06
Cl 5.32 -4.55 2.71
C 3.75 -3.91 2.40
C 2.90 -4.52 1.48
Cl 3.45 -5.96 0.68
C 1.64 -4.01 1.18
Cl 2.32 -0.75 -0.36
C 1.25 -2.76 1.74
O 0.16 -2.11 1.39
C 2.06 -2.25 2.77
Cl 1.44 -0.90 3.66
C 3.29 -2.79 3.08
Cl 4.28 -2.05 4.29
N -0.10 0.95 -0.12
P 0.76 2.07 0.74
C 0.29 2.16 2.48
C -0.52 1.16 3.01
C -0.85 1.18 4.36
C -0.37 2.20 5.17
C 0.47 3.18 4.65
C 0.81 3.15 3.31
C 2.56 1.90 0.85
C 3.08 1.23 1.96
C 4.45 1.07 2.10
C 5.31 1.59 1.14
C 4.80 2.28 0.05
C 3.43 2.43 -0.09
C 0.46 3.68 -0.03
C 0.87 3.86 -1.36
C 0.73 5.09 -1.98
C 0.13 6.14 -1.31
C -0.32 5.96 -0.01
C -0.15 4.74 0.63
H -0.85 0.34 2.38
H -1.47 0.40 4.77
H -0.62 2.21 6.23
H 0.87 3.95 5.29
H 1.49 3.89 2.91
H 2.42 0.80 2.69
H 4.83 0.52 2.95
H 6.38 1.46 1.25
H 5.46 2.69 -0.69
H 3.06 2.97 -0.95
H 1.30 3.02 -1.90
H 1.06 5.21 -3.00
H 0.01 7.10 -1.80
H -0.80 6.78 0.52
H -0.50 4.62 1.65
*
```

Properties
* HOMO-LUMO gap (alpha / beta): 5.286 / 6.913 eV
* LUMO level (alpha / beta): -0.35 / -0.35 eV
* <S²>: 0.77
* relative energy (zero: lowest compared OMol25 entry of this formula, charge and spin): 128.8 kJ/mol
* highest occupied orbital energy (alpha / beta): -5.63 / -7.26 eV
* strongest force on any atom: 0.01511 hartree/bohr

Results of the Löwdin charge analysis, in e, for atoms 1 through 5: 1.201 -0.192 -0.176 -0.229 -0.073

***

- What is the strongest force on any atom in the first record?
  0.06642 hartree/bohr

***

- Among the records above, which one has the highest relative energy (zero: lowest compared OMol25 entry of this formula, charge and spin)?
  C46H40N3O3PS2SeSr